{"formula": "C31H33F9IrN4Se2", "method": "ωB97M-V/def2-TZVPD", "elements": ["Ir", "C", "N", "C", "C", "C", "N", "C", "C", "F", "C", "F", "C", "C", "F", "C", "F", "H", "H", "H", "H", "H", "H", "H", "H", "H", "H", "H", "F", "C", "C", "F", "C", "F", "C", "Se", "C", "F", "C", "F", "C", "C", "C", "C", "N", "C", "Se", "N", "C", "C", "C", "C", "C", "C", "C", "C", "C", "C", "H", "H", "H", "H", "H", "H", "H", "H", "H", "H", "H", "H", "H", "H", "H", "H", "H", "H", "H", "H", "H", "H"], "coordinates": [[0.3053, -0.5667, -0.4867], [3.2277, -1.0667, -0.8275], [2.2666, -0.4098, 0.0841], [2.4136, -0.9462, 1.4603], [2.4684, 1.0604, 0.0299], [1.3569, 1.7591, 0.7418], [0.1228, 1.1124, 0.3082], [-1.1367, 1.6141, 0.6088], [-2.2289, 0.9498, 0.0701], [-1.9498, -0.1201, -0.7543], [-3.5311, 1.3343, 0.2686], [-4.5070, 0.6405, -0.2989], [-3.8040, 2.4479, 1.0397], [-2.7372, 3.1383, 1.5816], [-2.9513, 4.2214, 2.3075], [-1.4261, 2.7287, 1.3911], [-0.4454, 3.4232, 1.9672], [4.2486, -0.8172, -0.5314], [3.0658, -0.7293, -1.8489], [3.1002, -2.1468, -0.7756], [3.4298, -0.7681, 1.8213], [2.2282, -2.0177, 1.4436], [1.7025, -0.4737, 2.1341], [2.4752, 1.3503, -1.0224], [3.4354, 1.3366, 0.4600], [1.3773, 2.8152, 0.4725], [1.4669, 1.7225, 1.8308], [-4.8217, 2.7746, 1.2037], [0.4542, -0.0472, 9.1227], [0.0688, -0.0416, 7.8685], [1.0225, 0.0317, 6.8566], [2.3091, 0.1103, 7.1647], [0.6133, 0.0075, 5.5463], [1.5421, 0.0713, 4.5885], [-0.7436, -0.0910, 5.1944], [-1.2725, -0.2037, 3.4249], [-1.6800, -0.1341, 6.2417], [-2.9694, -0.2134, 5.9664], [-1.2837, -0.1146, 7.5620], [-2.1747, -0.1763, 8.5363], [-1.9695, -6.0739, -1.7066], [-1.5846, -5.5997, -3.1133], [-0.9394, -4.2107, -3.1662], [0.5010, -4.1333, -2.6689], [0.7260, -4.6301, -1.2992], [0.3679, -4.0380, -0.1518], [-0.8437, -2.5862, 0.0143], [0.8566, -4.7342, 0.8850], [0.7052, -4.4212, 2.3137], [-0.2310, -5.4011, 3.0184], [-1.6828, -5.3164, 2.5452], [-2.4361, -4.1264, 3.1339], [1.5649, -5.8226, 0.3909], [2.2612, -6.8423, 1.0394], [2.8194, -7.8120, 0.2382], [2.7020, -7.7688, -1.1643], [2.0414, -6.7449, -1.8046], [1.4743, -5.7624, -0.9926], [-2.7023, -6.8772, -1.7668], [-2.4250, -5.2586, -1.1355], [-1.1177, -6.4622, -1.1456], [-2.4899, -5.5544, -3.7190], [-0.9251, -6.3327, -3.5874], [-1.5644, -3.5076, -2.6147], [-0.9094, -3.8670, -4.2027], [0.8543, -3.1015, -2.7083], [1.1398, -4.7288, -3.3167], [0.3287, -3.4016, 2.3913], [1.6995, -4.4557, 2.7606], [-0.1817, -5.1877, 4.0885], [0.1461, -6.4150, 2.8719], [-2.1926, -6.2332, 2.8430], [-1.7193, -5.2844, 1.4500], [-2.4353, -4.1696, 4.2242], [-3.4750, -4.1279, 2.8034], [-1.9999, -3.1712, 2.8296], [2.3511, -6.8801, 2.1162], [3.3550, -8.6322, 0.6962], [3.1419, -8.5615, -1.7538], [1.9591, -6.7210, -2.8822]], "lowdin_spin": [-0.01, 0.00, 0.00, 0.00, 0.00, 0.00, 0.01, 0.01, 0.00, 0.00, 0.00, 0.00, 0.00, 0.00, 0.00, 0.02, 0.00, 0.00, 0.00, 0.00, 0.00, 0.00, 0.00, 0.00, 0.00, 0.00, 0.00, 0.00, 0.03, 0.08, -0.01, -0.01, 0.05, 0.01, 0.07, 0.64, 0.06, 0.02, -0.01, -0.01, 0.00, 0.00, 0.00, 0.00, 0.00, 0.00, 0.00, 0.00, 0.00, 0.00, 0.00, 0.01, 0.00, 0.00, 0.00, 0.00, 0.00, 0.00, 0.00, 0.00, 0.00, 0.00, 0.00, 0.00, 0.00, 0.00, 0.00, 0.00, 0.00, 0.00, 0.00, 0.00, 0.00, 0.00, 0.00, 0.01, 0.00, 0.00, 0.00, 0.00], "s_squared": 0.770, "gap_ev": [5.7, 6.0], "max_force_ha_per_bohr": 0.0309, "homo_energy_ev": [-13.6, -13.9], "charge": 2, "multiplicity": 2}